The following is a DFT calculation (ωB97M-V with the def2-TZVPD basis set) of a structure of composition C9H10AgF2N4S.

Results
DFT total energy in eV: -35724.4593
Net charge: -1
Kohn-Sham gap in eV: 5.73
Lowest unoccupied orbital energy in eV: 3.17

Structure (XYZ):
```
27
C9H10AgF2N4S ωB97M-V with the def2-TZVPD basis set
N -0.74 -0.98 -0.02
C -2.46 -2.03 0.94
H -1.34 1.57 3.73
Ag -0.20 -0.16 2.04
H 2.79 1.14 1.81
N -3.67 -2.62 0.80
C 3.40 1.68 -0.27
F -0.11 2.82 2.86
H 3.60 1.90 -2.39
C 1.13 0.19 -0.82
C -0.88 1.70 2.73
H -0.75 -0.02 -3.06
H 4.26 2.23 0.03
S -1.75 -1.97 2.54
H -1.41 -1.51 -2.27
N 1.40 0.57 0.45
C 1.90 0.66 -1.89
C -0.11 -0.55 -1.09
C 2.57 1.15 0.72
C 3.03 1.45 -1.57
H -4.21 -2.88 1.63
H 1.66 0.52 -2.98
C -0.54 -0.92 -2.46
H -3.93 -2.86 -0.17
H 0.23 -1.55 -2.94
F -1.97 2.08 1.89
N -1.89 -1.65 -0.24
```